# 1
ORCA calculation (ωB97M-V with the def2-TZVPD basis set) on the molecule C17H20I3NO8 at a distorted geometry.

Summary:
Calculated total energy   -2209.45012 hartree
Molecular weight   747.06 g/mol
SMILES   CC[C@@H](Cc1c(I)cc(I)c(N)c1I)C(=O)O[C@@H]1O[C@H](C(=O)O)[C@@H](O)[C@H](O)[C@H]1O
Energy relative to the best compared isomer or geometry (same formula, charge and spin)   285.4 kJ/mol
Frontier orbital gap   7.36 eV
HOMO   -8.43 eV

Structure (ORCA input):
```
! RIJCOSX wB97M-V def2-TZVPD def2/J DEFGRID3
* xyz 0 1
H -3.549 -1.733 0.648
O -2.572 -3.867 0.799
H -4.920 -1.511 -1.107
C -0.160 -2.358 -1.904
C 1.436 -0.835 2.668
C 0.815 3.934 -1.128
N 0.655 -1.343 3.693
H 2.438 3.680 -2.424
C 2.339 -1.720 2.126
O -1.427 2.438 0.049
C -3.242 -1.993 -0.294
H 1.357 1.913 -1.413
H 2.757 2.826 0.522
C 2.054 0.977 1.178
I 2.635 -3.969 2.645
H -0.305 -1.109 3.800
O -0.587 0.575 -0.872
C -0.600 -2.486 -0.368
H -3.449 -4.120 0.472
O -0.419 -1.245 0.329
C 3.099 -1.220 1.044
H 1.332 -1.639 -2.979
H 3.059 4.386 -0.938
C 1.218 0.432 2.244
O -4.424 -2.400 -0.987
O -3.724 0.309 -0.512
H -2.171 -3.743 -1.168
H 1.341 2.899 1.390
I -0.214 1.744 3.409
H 0.561 4.522 -0.251
C -2.111 -3.027 -0.317
H 0.868 -2.274 3.902
C -0.541 1.824 -0.397
C -1.433 -0.273 -0.090
H -3.606 1.055 -1.125
H 0.103 -3.153 0.043
C 1.779 2.359 0.647
C 3.089 0.183 0.595
H 2.264 5.466 -2.105
H 3.763 -1.783 0.428
H -1.724 0.168 0.801
C 2.169 4.418 -1.645
I 4.368 0.991 -1.088
O -0.976 -2.463 -2.810
H -2.674 -0.697 -1.987
O 1.147 -2.001 -2.078
H 0.009 4.026 -1.907
C -2.702 -0.650 -0.875
C 0.875 2.486 -0.660
*
```

# 2
ORCA calculation (ωB97M-V with the def2-TZVPD basis set) on a structure of composition C17H20IrN5O3S5Sb.

Summary:
Calculated total energy   -3495.13762 hartree
Molecular weight   816.69 g/mol
Energy relative to the best compared isomer or geometry (same formula, charge and spin)   0.0 kJ/mol
Frontier orbital gap   6.52 eV
HOMO   -4.30 eV

Structure (ORCA input):
```
! RIJCOSX wB97M-V def2-TZVPD def2/J DEFGRID3
* xyz -1 1
C 2.428 -0.134 -3.455
Ir -0.192 -0.156 0.608
C -3.729 -3.438 1.042
C -4.149 0.710 2.193
Sb -0.180 -0.603 3.956
O 1.935 2.874 0.700
C -2.398 -3.786 0.913
N 1.473 0.802 -0.162
H -3.169 3.880 -0.473
C 4.379 -1.341 -0.292
N -3.367 2.344 0.942
C 2.206 1.953 -0.024
H -4.500 -4.193 1.108
S 0.999 -0.008 5.778
S -1.737 1.089 -0.852
H -4.589 2.816 2.652
H -3.376 4.393 1.220
C -2.906 3.667 0.561
H 3.585 -1.334 0.459
H 3.893 2.880 -0.728
C 3.766 1.164 -1.811
H -5.079 -1.755 1.182
H -4.532 0.071 2.968
H 4.628 -1.309 -2.442
N -1.756 -1.485 0.895
H 1.998 1.984 -3.683
C 3.820 -1.318 -1.709
C 1.746 -0.126 -1.075
C 1.499 1.021 -3.808
C -4.152 2.046 2.045
H -0.393 -3.005 0.749
H 0.604 1.018 -3.180
H 1.173 0.950 -4.846
S -2.079 -1.862 4.214
C -4.057 -2.096 1.089
S 1.159 -1.391 2.094
C -3.042 -1.163 1.030
C -1.448 -2.788 0.833
H 5.027 -0.482 -0.108
N 3.354 2.035 -0.845
O 0.920 -1.072 -1.127
N -3.378 0.202 1.161
S -0.702 1.205 2.444
H 3.308 -0.127 -4.101
H 4.973 -2.241 -0.132
C 2.932 -0.092 -2.002
H 3.208 -2.204 -1.889
H 1.913 -1.087 -3.591
H -2.081 -4.818 0.884
O 4.752 1.385 -2.487
H -1.823 3.708 0.676
C -2.864 1.216 0.423
*
```

# 3
ORCA calculation (ωB97M-V with the def2-TZVPD basis set) on the molecule C17H20N2O3S at a distorted geometry.

Summary:
Calculated total energy   -1393.13313 hartree
Molecular weight   332.42 g/mol
SMILES   O=C(Nc1ccc(C(=O)N2CCCCC2)cc1)C1=CSCCO1
Energy relative to the best compared isomer or geometry (same formula, charge and spin)   374.1 kJ/mol
Frontier orbital gap   8.13 eV
HOMO   -7.96 eV

Structure (ORCA input):
```
! RIJCOSX wB97M-V def2-TZVPD def2/J DEFGRID3
* xyz 0 1
C 0.238 -1.776 1.150
H 0.028 -2.805 -0.656
C -1.102 -1.398 -3.329
H 2.842 -0.462 5.322
H 3.572 2.421 4.556
H 1.281 1.557 1.740
H -2.057 -3.031 -5.029
H -1.197 0.743 -6.996
H -1.811 1.249 -0.434
C -2.212 -2.074 -5.477
H -3.112 0.117 -8.161
H 3.143 0.054 2.838
O 0.207 -1.489 4.031
C 1.131 0.916 5.146
C -0.097 -0.644 1.884
C 3.570 1.324 4.416
C -2.169 0.756 -6.446
C -0.978 -0.784 -0.833
O -1.876 0.334 -5.102
S -2.984 -1.998 -7.092
H -1.313 1.161 1.894
C -1.762 -0.979 -4.686
H 4.580 1.004 4.584
H -1.887 0.189 -2.373
O -0.485 -2.486 -3.204
H 0.633 -2.638 1.685
C 1.558 1.553 2.832
H 3.599 1.679 2.357
H 1.509 2.514 3.283
C 2.697 0.653 5.413
C -3.184 -0.160 -7.104
N 0.767 0.745 3.800
H -4.246 -0.037 -6.695
C 0.249 -0.446 3.370
C -0.939 0.409 1.280
N -1.371 -0.680 -2.162
H 0.556 0.192 5.797
H 0.794 1.878 5.529
H -2.580 1.824 -6.429
C -1.321 0.372 0.013
C 3.011 1.128 3.034
H 2.896 1.017 6.424
C -0.180 -1.900 -0.174
*
```

# 4
ORCA calculation (ωB97M-V with the def2-TZVPD basis set) on the ion C17H20N3O3S with charge -1 at a distorted geometry.

Summary:
Calculated total energy   -1447.97415 hartree
Molecular weight   346.43 g/mol
SMILES   CCON(c1ccncc1)[C@@](CCCS)(C(=O)[O-])c1ccncc1
Energy relative to the best compared isomer or geometry (same formula, charge and spin)   0.0 kJ/mol
Frontier orbital gap   7.67 eV
HOMO   -4.99 eV

Structure (ORCA input):
```
! RIJCOSX wB97M-V def2-TZVPD def2/J DEFGRID3
* xyz -1 1
H 0.476 0.851 3.468
H 1.678 -1.481 -2.874
C 0.131 -0.718 -0.724
C -1.632 1.647 -1.903
C -0.716 -1.386 -1.884
C -1.002 1.400 1.954
C 1.435 -0.138 -1.230
H -0.438 -2.249 0.729
C 3.217 1.481 -1.099
H 1.588 1.373 0.233
C -1.758 0.837 -0.790
O -0.957 0.135 1.280
H 1.457 -3.675 1.974
C 3.249 -0.036 -2.728
C 1.604 -1.610 1.240
H 1.481 -0.633 1.705
N -0.634 0.393 -0.074
H 2.573 -1.748 0.762
C 2.089 -0.644 -2.336
C 2.049 0.936 -0.645
N 3.854 0.990 -2.155
H -1.990 1.857 1.860
C -2.753 2.057 -2.564
H -0.366 -1.255 3.173
H -0.317 2.054 1.409
H -1.247 0.830 4.030
C 0.460 -1.880 0.248
H -0.655 1.947 -2.251
N -4.025 1.803 -2.249
S 0.131 -2.451 3.519
H -0.420 2.332 3.749
C -0.508 1.305 3.383
H -5.103 0.819 -0.805
C -3.060 0.543 -0.420
C 1.534 -2.663 2.369
H -3.253 -0.082 0.439
H 2.440 -2.583 2.969
O -0.594 -0.940 -3.042
C -4.096 1.050 -1.149
H 3.732 -0.440 -3.616
H 3.622 2.338 -0.574
O -1.457 -2.338 -1.528
H -2.605 2.665 -3.454
H 0.791 -2.691 -0.401
*
```

# 5
ORCA calculation (ωB97M-V with the def2-TZVPD basis set) on a structure of composition C17H20N3O9P2Rb.

Summary:
Calculated total energy   -2208.38542 hartree
Molecular weight   557.78 g/mol
Energy relative to the best compared isomer or geometry (same formula, charge and spin)   13.6 kJ/mol
Frontier orbital gap   5.57 eV
HOMO   -1.51 eV

Structure (ORCA input):
```
! RIJCOSX wB97M-V def2-TZVPD def2/J DEFGRID3
* xyz -2 1
C 1.950 3.125 -0.261
H -0.028 -3.350 6.432
H -3.859 -3.310 1.575
O -4.991 -1.321 0.426
H -1.332 -4.582 -1.784
P -3.783 -1.195 -0.431
H 2.586 2.214 3.058
O 0.137 -1.391 5.959
H -2.573 -1.530 2.190
Rb -0.253 0.610 -1.411
H 3.945 8.121 0.255
O 0.025 -1.514 3.187
H 0.505 -3.038 4.756
O 1.367 2.893 -1.358
H -0.952 -1.632 1.833
C -3.057 -3.580 0.884
C -2.456 -2.317 0.281
C 1.483 0.546 5.786
P -1.070 -2.661 -0.925
C 2.852 6.742 -0.983
C 1.414 0.273 1.538
C 3.548 7.116 0.159
C 0.597 -2.720 5.795
C 0.805 -0.473 5.155
H 1.642 -2.807 6.120
O -4.067 -1.861 -1.865
O 0.158 -2.080 -0.331
H -3.501 -4.184 0.093
H 1.797 5.134 -1.977
C 2.520 4.523 -0.082
N -1.917 -1.465 1.412
O -3.062 0.123 -0.551
C 1.421 0.441 2.997
N 1.696 1.058 0.556
H 2.704 7.457 -1.785
H 3.344 4.175 1.848
C 2.344 5.456 -1.099
H -3.189 -1.957 -2.309
H 2.656 2.342 5.546
O -1.482 -2.252 -2.318
H -1.953 -0.490 1.087
H -2.303 -4.184 1.392
C 0.714 -0.570 3.731
H 1.109 -0.719 1.214
C 2.134 1.535 5.046
C 3.728 6.191 1.181
H 1.485 0.560 6.871
C 2.096 1.466 3.664
O -0.966 -4.291 -0.942
C 3.218 4.906 1.062
H 4.267 6.474 2.078
N 2.128 2.349 0.794
*
```

# 6
ORCA calculation (ωB97M-V with the def2-TZVPD basis set) on the molecule C17H20N4O.

Summary:
Calculated total energy   -954.02988 hartree
Molecular weight   296.37 g/mol
SMILES   CC(/C=N/NC(=O)c1cc(C(C)C)[nH]n1)=C\c1ccccc1
Energy relative to the best compared isomer or geometry (same formula, charge and spin)   241.8 kJ/mol
Frontier orbital gap   8.39 eV
HOMO   -7.99 eV

Structure (ORCA input):
```
! RIJCOSX wB97M-V def2-TZVPD def2/J DEFGRID3
* xyz 0 1
N -0.444 0.363 -0.444
C -5.191 -0.518 0.154
C 6.406 1.471 -0.876
H -3.946 1.584 -1.143
C -1.403 -0.404 -0.088
H 1.460 0.742 -0.718
H 7.140 -0.450 -0.252
H 7.613 1.152 1.582
H 6.615 -0.183 2.166
C 6.364 0.260 0.058
H 7.387 1.938 -0.841
C -3.759 -0.771 0.158
H -2.194 1.684 -1.429
H 5.664 2.207 -0.575
N 0.857 0.003 -0.380
H -9.029 0.019 0.096
H -1.258 -1.411 0.292
C 2.926 -1.090 -0.064
H 5.665 -2.414 -0.440
C -7.960 -0.133 0.116
O 0.846 -2.152 0.396
H -7.532 1.841 0.821
H -2.855 2.189 0.115
H -3.485 -1.784 0.430
C 5.042 -0.427 -0.033
C -7.423 -1.358 -0.245
C 3.754 0.042 0.108
H -8.074 -2.166 -0.546
N 3.664 -2.166 -0.295
C 1.450 -1.173 0.016
H -5.641 -2.509 -0.496
H 6.200 1.172 -1.901
C -2.766 0.074 -0.181
C 6.637 0.681 1.505
C -2.964 1.467 -0.694
H -5.107 1.497 0.887
C -7.118 0.891 0.517
H 5.882 1.388 1.840
C -5.748 0.704 0.536
C -6.056 -1.552 -0.215
N 4.921 -1.753 -0.279
H 3.455 1.044 0.340
*
```

# 7
ORCA calculation (ωB97M-V with the def2-TZVPD basis set) on the molecule C17H20N4O5S at a distorted geometry.

Summary:
Calculated total energy   -1653.25938 hartree
Molecular weight   392.44 g/mol
SMILES   COC(=O)c1ccc(NC(=O)[C@@H]2CCCN(S(=O)(=O)c3cnc[nH]3)C2)cc1
Energy relative to the best compared isomer or geometry (same formula, charge and spin)   43.9 kJ/mol
Frontier orbital gap   9.30 eV
HOMO   -8.96 eV

Structure (ORCA input):
```
! RIJCOSX wB97M-V def2-TZVPD def2/J DEFGRID3
* xyz 0 1
C 4.009 0.074 -0.061
C -2.096 -2.203 -0.338
C -2.284 2.009 0.346
N -3.103 -0.525 1.190
H -0.988 1.259 -1.150
H -4.045 -2.754 -1.043
H -4.554 0.731 0.466
H 7.800 0.696 2.011
H 4.296 -1.010 1.765
H -2.973 -2.140 -2.310
C -3.915 -0.605 -1.131
C -1.899 3.165 -1.454
O -0.925 -0.505 -1.590
O 6.068 0.429 1.017
H 1.229 -0.069 -1.988
C -2.521 -1.833 1.098
C -4.242 -0.306 0.334
N -1.574 2.021 -0.821
H 0.160 -2.450 0.616
H -4.829 -0.550 -1.723
C 3.622 -0.806 0.949
N 0.264 -1.783 -0.138
H 3.450 1.009 -1.891
H 7.236 2.135 1.106
O 5.709 1.504 -0.917
O -0.746 0.250 1.532
H 7.950 0.770 0.228
C 2.383 -1.406 0.901
C -0.877 -1.390 -0.755
H -5.053 -0.959 0.678
N -2.753 3.881 -0.767
C -3.293 -1.996 -1.277
C 3.134 0.331 -1.113
H -3.218 0.138 -1.515
H 2.081 -2.081 1.689
O -2.561 1.316 2.803
C 5.326 0.748 -0.057
H -1.811 -3.261 -0.350
H -3.267 -2.559 1.443
H -3.663 3.541 1.122
C -3.001 3.181 0.362
C 7.342 1.048 1.091
S -2.093 0.756 1.574
H -1.674 -1.847 1.784
H -1.499 3.447 -2.406
C 1.503 -1.136 -0.147
C 1.893 -0.268 -1.163
*
```

# 8
ORCA calculation (ωB97M-V with the def2-TZVPD basis set) on a cluster of 2 separate species, C17H20O5 in total at a distorted geometry.

Summary:
Calculated total energy   -1035.33118 hartree
Molecular weight   304.34 g/mol
Energy relative to the best compared isomer or geometry (same formula, charge and spin)   1647.7 kJ/mol
Frontier orbital gap   8.42 eV
HOMO   -7.90 eV

Structure (ORCA input):
```
! RIJCOSX wB97M-V def2-TZVPD def2/J DEFGRID3
* xyz 0 1
H -0.046 0.342 -0.956
H 0.494 -3.439 2.104
C -5.917 -0.468 -0.327
H 1.248 -2.995 -0.096
H -0.770 -2.593 1.119
O 0.688 -1.286 1.747
H -3.511 2.455 0.689
C -3.702 0.372 -0.291
C -1.091 0.183 -0.505
H -6.810 -0.134 -0.140
C 0.892 1.623 1.608
H 2.885 -2.842 -1.778
H -1.421 -1.403 -1.509
O -4.931 0.650 -0.048
O 3.793 1.446 -0.205
C 1.756 -2.134 0.004
C 1.690 -1.064 0.759
H -5.851 -0.717 -1.332
H 5.749 0.899 -1.264
H -3.739 -1.602 -1.180
H 4.480 1.719 -2.397
H 0.978 2.109 -0.373
C 2.267 -0.024 0.786
C 2.654 -2.014 -1.224
H -0.657 -2.044 2.910
C 4.850 1.772 -1.592
H -5.891 -1.332 0.351
H 0.825 3.532 0.882
C 3.222 0.304 -0.284
C 0.527 2.562 0.539
C -3.235 -0.690 -0.953
H 5.249 2.418 -1.166
C -1.833 -0.719 -1.178
O 2.219 0.898 1.664
C 3.309 -0.745 -1.097
H 0.164 0.878 1.728
H 4.052 -0.769 -1.950
C -0.055 -2.368 2.008
H 0.890 2.238 2.751
C -2.923 1.285 -0.021
O -0.871 2.357 0.231
C -1.627 1.339 -0.012
*
```

The highest HOMO belongs to which entry?
C17H20N3O9P2Rb